Entry from the OMol25 dataset: a cluster of 10 separate species, H20O10 in total (ωB97M-V/def2-TZVPD).

```
30
Properties=species:S:1:pos:R:3
O 0.1186 -0.7936 1.8563
H -0.0007 0.1004 1.4598
H -0.7482 -1.2071 1.8043
O -3.6945 -2.8757 0.6867
H -4.4175 -2.4398 0.3277
H -3.2761 -3.1681 -0.1716
O -1.2895 4.3338 -0.8715
H -1.1100 4.1991 0.0461
H -0.6131 3.9898 -1.3700
O 3.0417 2.7649 -0.9620
H 3.5365 2.2974 -1.6325
H 2.0997 2.7025 -1.2990
O -0.7432 -2.0788 -2.1928
H -0.6500 -3.0019 -1.9758
H -1.6916 -1.9428 -2.4786
O 4.1255 -0.2841 -1.6518
H 3.9456 0.2606 -2.4918
H 3.7978 0.1698 -0.8468
O 1.1879 1.3367 4.7821
H 0.2573 1.5559 4.7990
H 1.4538 1.9110 3.9849
O 3.9778 -3.1256 0.4134
H 3.0201 -2.8695 0.1658
H 4.2496 -3.5927 -0.3721
O -2.0805 -0.5879 0.1871
H -2.5239 -1.2252 -0.4994
H -1.2033 -0.9895 0.1861
O -3.5526 1.4559 -0.9432
H -4.1302 0.9322 -0.4465
H -3.0870 2.1723 -0.4941
```

Lowest unoccupied orbital energy in eV: -0.42
ΔE to the lowest compared entry with this formula, charge and spin in kJ/mol: 490.52
HOMO-LUMO gap in eV: 10.53
Charge: 0
E_tot in eV: -20797.529
SMILES: O.O.O.O.O.O.O.O.O.O